1.
An isolated molecule of C4H4O2S2 in a non-equilibrium geometry, computed with the ωB97M-V functional and the def2-TZVPD basis.

Structure (XYZ):
```
12
C4H4O2S2 the ωB97M-V functional and the def2-TZVPD basis
O 0.0300 -0.9943 1.7831
C -0.2001 -0.7118 0.6396
C -1.4185 -1.0403 -0.1286
O -1.4633 -0.2557 -1.3598
C 1.0936 0.0035 -0.0497
S 2.6542 -0.8134 -0.4670
C 1.5106 1.4835 0.1854
S 0.1659 2.4003 0.1379
H -1.5051 -2.0814 -0.3761
H -2.2993 -0.6904 0.3070
H -1.1629 0.7368 -1.0480
H 2.5950 1.9632 0.3761
```

Results
SMILES: O=C(CO)C(=S)C=S
Gap between HOMO and LUMO (Ha): 0.256

Results of the Löwdin charge analysis, in e, for atoms 1 through 6:
1. O 0.13
2. C -0.40
3. C -0.15
4. O -0.14
5. C -0.59
6. S 0.63



2.
An isolated molecule of C27H29FN4O3, computed with the ωB97M-V functional and the def2-TZVPD basis.

Structure (XYZ):
```
64
C27H29FN4O3 the ωB97M-V functional and the def2-TZVPD basis
O -5.5211 -0.0279 -0.9672
C -5.1877 -0.0620 0.1968
C -5.2409 -1.3512 1.0215
N -4.0931 -2.2129 0.7973
C -2.8263 -1.6319 1.1973
C -1.7484 -2.7099 1.1335
N -1.6444 -3.2095 -0.2274
C -0.5242 -4.1187 -0.3795
C 0.8093 -3.3656 -0.4015
O 1.8456 -3.8753 -0.0349
N 0.6627 -2.1154 -0.8993
C 1.6171 -1.1103 -1.0802
C 2.9745 -1.3114 -0.8643
C 3.8784 -0.2831 -1.0660
C 3.4403 0.9661 -1.4892
O 4.2406 2.0450 -1.7286
C 5.6373 1.8924 -1.6095
C 6.1254 1.6772 -0.1964
C 5.3957 2.1556 0.8829
C 5.8543 1.9665 2.1744
C 7.0500 1.3063 2.3981
C 7.7854 0.8325 1.3247
C 7.3239 1.0139 0.0335
C 2.0756 1.1687 -1.7006
C 1.1772 0.1452 -1.4989
C -2.9161 -3.7909 -0.6211
C -4.0000 -2.7195 -0.5602
N -4.6661 0.9965 0.8828
C -4.4213 2.3005 0.4381
C -4.7135 2.7236 -0.8563
C -4.4511 4.0273 -1.2337
C -3.8975 4.9004 -0.3159
F -3.6429 6.1736 -0.6845
C -3.5972 4.5024 0.9745
C -3.8617 3.1992 1.3461
H -6.1325 -1.9069 0.7213
H -5.3017 -1.1355 2.0920
H -2.9107 -1.2706 2.2257
H -2.5273 -0.7907 0.5469
H -0.7861 -2.2889 1.4336
H -2.0109 -3.5199 1.8346
H -0.6151 -4.6330 -1.3413
H -0.4763 -4.8867 0.4078
H -0.2989 -1.8670 -1.1117
H 3.3218 -2.2759 -0.5340
H 4.9233 -0.4708 -0.8784
H 5.9928 1.0815 -2.2609
H 6.0433 2.8370 -1.9914
H 4.4639 2.6719 0.7047
H 5.2767 2.3381 3.0080
H 7.4083 1.1595 3.4061
H 8.7186 0.3157 1.4934
H 7.8962 0.6383 -0.8034
H 1.7440 2.1417 -2.0271
H 0.1232 0.3144 -1.6695
H -2.8320 -4.1632 -1.6444
H -3.1981 -4.6278 0.0390
H -4.9620 -3.1541 -0.8365
H -3.7601 -1.9222 -1.2810
H -4.4208 0.8371 1.8504
H -5.1469 2.0315 -1.5581
H -4.6741 4.3688 -2.2318
H -3.1655 5.2054 1.6688
H -3.6329 2.8748 2.3514
```

Results
SMILES: O=C(CN1CCN(CC(=O)Nc2ccc(OCc3ccccc3)cc2)CC1)Nc1ccc(F)cc1
Gap between HOMO and LUMO (Ha): 0.305

Results of the Löwdin charge analysis, in e, for atoms 1 through 6:
1. O 0.07
2. C -0.45
3. C -0.10
4. N -0.16
5. C -0.18
6. C -0.16



3.
An isolated molecule of C8H10N2 in a non-equilibrium geometry, computed with the ωB97M-V functional and the def2-TZVPD basis.

Structure (XYZ):
```
20
C8H10N2 the ωB97M-V functional and the def2-TZVPD basis
C 0.2984 -1.5375 -0.2120
C -0.1665 1.5071 0.0698
C 1.1993 -0.5223 -0.0965
C -1.3121 0.8309 -0.0051
C -1.0759 -1.4578 -0.2771
C 1.0547 0.9131 -0.0975
C -2.0946 -2.2769 -0.1837
C 2.1967 1.7244 -0.2082
N 2.4672 -0.9982 0.0967
N -2.5306 1.4241 0.0772
H 0.6955 -2.5939 -0.2800
H -0.1418 2.6495 0.1046
H -3.1997 -2.0205 -0.0128
H -2.0863 -3.3729 0.0828
H 3.2236 1.3907 -0.1926
H 2.0830 2.7815 -0.1115
H 2.4903 -2.0049 0.2801
H 3.1370 -0.4685 0.7152
H -3.3886 0.9140 -0.0918
H -2.3986 2.4041 -0.1654
```

Results
Gap between HOMO and LUMO (alpha / beta) (Ha): 0.273 / 0.273

Results of the Löwdin charge analysis, in e, for atoms 1 through 6:
1. C -0.11
2. C -0.15
3. C -0.29
4. C -0.11
5. C -0.11
6. C -0.30



| no. | E (eV) |
| --- | --- |
| 1 | -29973.906 |
| 2 | -43290.888 |
| 3 | -11432.733 |